Entry 1:
This record from the Open Molecules 2025 dataset describes a cluster of 16 separate species, H33O16 in total. The level of theory is wB97M-V/def2-TZVPD.

ΔE to the lowest compared entry with this formula, charge and spin = 2.5519 eV
E_LUMO = -2.59 eV
spin multiplicity = 1
strongest force on any atom = 0.0353 Eh/bohr
charge = +1
HOMO level = -12.93 eV
Kohn-Sham gap = 10.334 eV

Each line ends with the Mulliken charge.
Atoms and positions in Å:
O: 3.09888 -3.37586 -1.69686  -0.565
H: 2.76666 -3.84380 -2.47849  0.249
H: 4.01818 -3.34770 -2.00986  0.274
O: 0.12042 5.45032 0.65568  -0.598
H: -1.38260 -2.64535 2.06809  0.252
H: -0.05268 -5.38862 0.36201  0.322
O: -1.09007 -1.93570 2.63984  -0.585
H: 1.32078 0.87969 -0.81964  0.476
H: -2.68547 -2.22747 -2.52577  0.341
O: 1.05115 -2.37539 -0.43125  -0.544
H: 0.46698 -2.98084 0.04088  0.182
H: -3.15908 0.12255 -0.38906  0.282
O: 2.51710 1.31690 -1.49778  -0.620
H: -0.17299 4.54425 0.59736  0.292
H: 3.28682 1.86644 -1.30915  0.313
O: -2.26616 4.76512 1.64997  -0.616
H: -2.16331 3.85101 1.91961  0.304
H: -2.05579 -2.84025 -1.37235  0.336
O: -0.55998 0.75010 1.66038  -0.721
H: 0.03067 -0.96841 4.41488  0.310
H: -0.17688 0.72756 2.55406  0.298
O: 0.65259 4.31252 -2.04067  -0.583
H: 1.00342 -0.85177 -0.42150  0.525
H: 0.93869 4.97695 -1.40292  0.331
O: -2.92642 -2.82003 -1.80004  -0.700
H: 1.91359 -2.82638 -0.45366  0.307
O: -0.36666 -5.25014 -0.54001  -0.588
H: 3.51006 -2.99529 0.56972  0.277
H: -0.37372 -6.15375 -0.87729  0.288
O: 3.22694 -2.97583 1.48867  -0.583
H: 4.03358 -3.05486 2.00738  0.308
H: 0.41291 2.31903 -3.00504  0.308
O: -3.16442 1.71550 1.36078  -0.645
H: -1.06933 -1.06728 2.22307  0.452
H: 0.91894 2.14770 -4.46055  0.300
O: -3.15603 -0.71198 0.08088  -0.619
H: -3.39348 -1.47743 -0.45905  0.313
H: -3.18300 0.73401 1.37937  0.400
O: 1.10641 1.91563 -3.54655  -0.654
H: -3.88787 1.87154 0.73994  0.268
H: -2.81778 4.90750 0.87981  0.305
O: 0.70321 0.11906 -0.44753  -0.344
H: 2.15419 1.67424 -2.35827  0.397
H: 0.23140 0.17646 0.45164  0.449
O: 0.59635 -0.29749 4.00448  -0.664
H: 0.26032 4.79172 -2.77656  0.285
H: -0.33156 6.02652 0.04127  0.295
H: -1.30939 1.27944 1.35903  0.283
H: 1.40443 -0.83015 3.97101  0.311

Entry 2:
This record from the Open Molecules 2025 dataset describes a structure of composition C3H5AgO3. The level of theory is wB97M-V/def2-TZVPD.

ΔE to the lowest compared entry with this formula, charge and spin = 3.1848 eV
E_LUMO (spin up / spin down) = -5.31 / -5.93 eV
spin multiplicity = 2
strongest force on any atom = 0.0987 Eh/bohr
charge = +1
HOMO level (spin up / spin down) = -13.15 / -13.19 eV
Kohn-Sham gap (spin up / spin down) = 7.834 / 7.260 eV

Each line ends with the Mulliken spin population.
Atoms and positions in Å:
H: -1.91671 -0.05338 -0.87334  0.043
C: -1.46718 0.89716 -0.56470  -0.084
C: -0.18770 1.25512 -1.27474  0.802
O: 0.78460 0.26400 -1.13990  0.038
C: 0.65342 -0.57204 -0.10895  0.037
O: 1.27262 -1.67320 -0.49307  0.009
H: -2.16826 1.73939 -0.54530  0.008
H: -0.21350 1.64132 -2.29174  0.051
H: 1.83471 -2.01177 0.21466  0.005
Ag: -0.90654 -0.78101 2.18383  0.037
O: -0.85751 0.89486 0.74873  0.063
H: -0.17122 1.83453 0.43104  -0.009

Entry 3:
This record from the Open Molecules 2025 dataset describes a cluster of 2 separate species, C2H12NSi2 in total. The level of theory is wB97M-V/def2-TZVPD.

ΔE to the lowest compared entry with this formula, charge and spin = 2.2902 eV
E_LUMO = -5.27 eV
spin multiplicity = 1
strongest force on any atom = 0.1147 Eh/bohr
charge = +1
HOMO level = -13.88 eV
Kohn-Sham gap = 8.610 eV

Each line ends with the Mulliken charge.
Atoms and positions in Å:
C: -2.08927 0.03408 0.36622  -1.062
C: 1.42744 0.09578 0.93917  -0.169
N: 1.98314 0.57376 -0.12929  -0.216
Si: -3.75360 -0.19762 -0.59763  0.314
Si: 3.73235 -0.19120 -0.71008  0.408
H: -1.59934 -0.99292 0.46147  0.290
H: -2.21586 0.28916 1.43572  0.399
H: 1.81304 -0.67148 1.59425  0.277
H: 0.55516 0.50219 1.35901  0.386
H: -1.34719 0.74821 0.05823  0.233
H: 1.60555 1.38009 -0.47521  0.316
H: -4.65623 -0.79155 0.47666  -0.052
H: -4.13054 1.28765 -0.99045  -0.041
H: -3.45666 -1.28845 -1.50623  -0.069
H: 4.60336 -0.36746 0.47788  -0.007
H: 3.32058 -1.39891 -1.24750  -0.004
H: 4.20808 0.98868 -1.51223  -0.003

Entry 4:
This record from the Open Molecules 2025 dataset describes a cluster of 2 separate species, C20H35FN3O3 in total. The level of theory is wB97M-V/def2-TZVPD.

E_LUMO = -4.67 eV
spin multiplicity = 1
strongest force on any atom = 0.1971 Eh/bohr
charge = +1
HOMO level = -12.80 eV
Kohn-Sham gap = 8.138 eV

Each line ends with the Mulliken charge.
Atoms and positions in Å:
C: -0.03098 -5.79706 1.56604  -0.905
C: -0.49622 -4.87328 0.26840  0.377
N: 0.14693 -5.11130 -0.93951  -0.646
C: -1.67251 -3.69756 0.44588  -0.426
C: -0.83591 -2.25687 0.37587  0.164
C: 0.45562 -2.11215 1.35592  -0.205
C: 1.39452 -0.76688 1.35139  0.114
C: 2.70467 -0.55364 2.31334  -0.292
C: 2.18087 -0.86690 3.87058  0.339
O: 1.01501 -0.24873 4.20791  -0.435
F: 2.91562 -1.75047 4.80518  -0.234
C: 0.83409 0.36168 0.25008  0.505
C: 1.66820 1.79081 0.06148  -0.141
C: 2.68311 1.60952 -1.24815  -0.882
C: 4.26918 1.53069 -0.83682  0.372
C: 5.15227 1.83017 -2.22502  -1.212
C: 4.75069 0.00229 -0.36037  -0.796
N: -0.40853 -0.02308 -0.49352  0.803
O: -0.83952 0.96654 -1.34844  -0.349
C: -1.72308 1.80711 -0.48229  -0.079
C: -3.20324 2.09098 -1.12815  0.154
C: -3.86063 3.33558 -0.22462  -1.119
C: -4.26437 0.84706 -1.01225  0.039
C: -3.96502 -0.40328 -2.05518  -0.745
C: -4.48846 0.27835 0.52177  -1.047
N: -1.19487 -1.12383 -0.50868  -0.718
H: 0.60803 -6.74539 1.25334  0.359
H: 0.55525 -5.16997 2.37485  0.226
H: -1.04497 -6.13100 2.09719  0.260
H: 0.84133 -5.88858 -0.85106  0.278
H: -2.35434 -3.76567 -0.50270  0.290
H: -2.25947 -3.82382 1.46941  0.326
H: 0.71349 -3.01546 2.07568  -0.019
H: 3.19362 0.50821 2.26262  0.204
H: 3.46670 -1.43560 2.06239  0.409
H: 2.28728 2.06385 1.03400  0.387
H: 0.97734 2.70923 -0.15788  0.002
H: 2.53183 2.57173 -1.91701  0.277
H: 2.32679 0.66698 -1.85155  0.355
H: 4.52517 2.34750 -0.01518  0.336
H: 6.26498 1.45617 -2.04656  0.354
H: 5.12063 2.96454 -2.53859  0.324
H: 4.69491 1.10091 -3.03579  0.301
H: 3.85916 -0.76706 -0.34149  0.115
H: 5.14906 0.09968 0.75904  0.129
H: 5.64462 -0.41101 -1.01798  0.401
H: -1.73361 1.40418 0.62236  0.176
H: -1.17944 2.86854 -0.42620  -0.195
H: -3.19534 2.46019 -2.23865  0.346
H: -3.51876 3.09872 0.89329  0.281
H: -5.04102 3.29697 -0.20141  0.345
H: -3.43065 4.38542 -0.51252  0.299
H: -5.32415 1.28408 -1.34560  0.531
H: -4.95744 -0.58820 -2.69237  0.315
H: -3.10610 -0.19340 -2.82132  0.208
H: -3.81619 -1.41351 -1.43954  -0.028
H: -3.53304 0.31570 1.19657  0.162
H: -5.30824 0.99558 1.00937  0.274
H: -4.87240 -0.82830 0.44132  0.340
O: -0.40959 5.18530 -0.61344  -0.592
H: -0.53884 5.94307 -0.02340  0.292
H: -0.32401 5.58467 -1.49206  0.300

Entry 5:
This record from the Open Molecules 2025 dataset describes a cluster of 10 separate species, C5H29NO11 in total. The level of theory is wB97M-V/def2-TZVPD.

ΔE to the lowest compared entry with this formula, charge and spin = 0.8936 eV
E_LUMO (spin up / spin down) = -3.56 / -8.37 eV
spin multiplicity = 2
strongest force on any atom = 0.0727 Eh/bohr
charge = +1
HOMO level (spin up / spin down) = -13.30 / -13.30 eV
Kohn-Sham gap (spin up / spin down) = 9.742 / 4.926 eV

Each line ends with the Mulliken spin population.
Atoms and positions in Å:
C: -2.30280 1.07294 -2.41004  0.009
N: -1.12376 0.51385 -3.02053  0.810
C: -0.67897 -3.07995 -1.77007  0.009
C: -1.46369 -1.88514 -2.33725  0.058
C: -0.51715 -0.74886 -2.51957  -0.016
C: 0.43728 -0.42266 -1.29761  0.046
O: 1.68852 -0.64715 -1.58984  0.003
O: -0.00653 -0.07569 -0.23027  0.021
H: -3.22217 0.66517 -2.86445  0.059
H: -2.18145 2.19056 -2.54063  0.034
H: -2.40369 0.79862 -1.36485  0.002
H: -1.13686 0.68558 -4.01667  -0.030
H: -0.09141 -2.77630 -0.93085  0.000
H: 0.16009 -3.47073 -2.35901  0.000
H: -1.34630 -3.95300 -1.67041  0.006
H: -1.98688 -2.17929 -3.25539  -0.001
H: -2.22686 -1.64695 -1.59578  -0.002
H: 0.12859 -1.02842 -3.39179  -0.008
H: 2.24095 -0.24341 -0.84374  0.002
H: -0.04715 -1.33221 3.19383  0.000
H: 1.17011 -0.76184 2.56359  0.000
O: 0.54501 -0.57349 3.28688  0.000
H: -1.53550 2.82313 0.49995  0.000
H: -1.11833 3.18952 1.77594  0.000
O: -1.09131 3.58761 0.89052  0.000
H: 3.44507 2.71427 0.70219  0.000
H: 4.14707 1.45633 0.20334  0.000
O: 3.93777 1.93764 1.01139  0.000
H: 1.52043 0.40613 0.72828  -0.002
H: 2.80309 0.86243 1.46651  -0.001
O: 2.31551 0.02264 1.12147  0.001
H: -1.16865 -0.86586 0.78219  0.000
H: -2.37668 -1.87302 1.19063  0.000
O: -1.43693 -1.78411 0.99712  0.000
H: -1.47876 0.85914 0.66325  -0.001
H: -2.88174 0.62176 1.23932  0.000
O: -2.07743 1.15443 1.36757  0.000
H: 0.14605 -3.41669 0.66850  0.000
H: 1.49775 -3.60109 1.29210  0.000
O: 0.98874 -3.86485 0.51630  0.000
H: 0.73793 1.51787 3.45761  0.000
H: 2.26908 1.36976 3.50031  0.000
O: 1.56275 2.01807 3.41529  0.000
H: 0.78106 3.39167 0.69664  0.000
H: 1.67620 3.21978 1.88188  0.000
O: 1.70198 3.15181 0.89616  0.000

Listing total energy for the structures above in their given order: -1223.3820; -489.4978; -716.7886; -1272.0795; -1089.9690 hartree.